26
Properties=species:S:1:pos:R:3 method="wB97M-V/def2-TZVPD" homo_ev="-0.54 / 0.02" orbital_gap_ev="3.38 / 2.76" spin_multiplicity=1 total_charge=-1 de_lowest_kj_mol=29.2
Zn 0.2011 -0.7353 0.1273
N 1.8184 -0.4005 2.5772
N 1.5787 -1.8082 -0.6595
N 0.6098 -0.6325 2.0031
C 2.9369 -0.4397 4.7355
C -1.4418 2.0020 -0.3526
C 1.7899 -0.6745 3.8842
C -0.2400 -1.0894 2.9474
C -1.6391 -1.4852 2.6751
C 0.4839 -1.1227 4.1276
H 3.7533 0.0451 4.2005
H 3.3298 -1.3639 5.1620
H 1.5095 -2.5866 -0.0068
H -2.0294 1.3814 0.3491
H -0.8853 0.7243 -1.6076
H 0.0554 -1.4531 5.0386
H -2.0493 -1.2606 1.6757
H -1.8234 1.3483 -1.1546
H 1.2191 -2.0102 -1.5755
H -1.7858 -2.5656 2.8190
H 2.6620 0.2130 5.5627
H -1.7412 3.0361 -0.4590
H -2.2947 -0.9789 3.3949
H 2.6213 -0.0209 2.0556
H 2.4965 -1.3680 -0.6628
H -0.4183 1.9075 0.1995

=====

27
Properties=species:S:1:pos:R:3 method="wB97M-V/def2-TZVPD" homo_ev=-16.87 orbital_gap_ev=8.62 spin_multiplicity=1 total_charge=+2 de_lowest_kj_mol=456.2
O -1.8624 2.9312 1.0662
N -3.5978 2.1734 0.1240
N -2.6821 1.8690 0.9011
N 1.8434 -1.8392 0.8643
N -0.9864 0.7737 -0.5790
C 0.7962 -1.1738 1.6593
C -0.4963 -1.1137 0.7710
C -0.7641 1.6251 -1.6958
C 2.3728 -0.8828 -0.1523
C -0.2229 -0.2314 -0.3503
C 1.1775 -0.4758 -1.0329
H -3.7457 3.0963 -0.1540
H 0.5635 -1.8731 2.5809
H -4.2069 1.4511 -0.2715
H 1.0346 -1.4049 -1.7277
H -1.0697 2.5101 1.4797
H 2.7952 -0.1557 0.5301
H -1.4843 2.3455 -1.8428
H 0.1149 2.2120 -1.8036
H 3.0363 -1.3795 -0.7754
H 1.4530 -2.6478 0.3542
H -1.3489 -0.8736 1.3958
H 1.2845 0.3624 -1.6387
H -0.5791 -2.1041 0.3526
H 2.5757 -2.0716 1.4935
H 1.2742 -0.2643 2.1466
H -0.8813 1.0922 -2.7346

=====

39
Properties=species:S:1:pos:R:3 method="wB97M-V/def2-TZVPD" homo_ev=-2.84 orbital_gap_ev=3.43 spin_multiplicity=1 total_charge=-1 de_lowest_kj_mol=0.0
V -0.3489 -7.5859 -0.7430
O -5.6229 -7.5081 -2.7173
O -8.5607 -9.9603 -1.5290
O 0.5073 -7.9952 0.4495
O -3.4755 -11.1660 5.8734
O 0.2626 -11.3773 -1.1876
O 0.2478 -8.1080 -2.1114
O -2.2877 -8.2176 -0.6432
O -7.2321 -7.8609 -4.0806
O -4.3962 -9.9050 4.4263
O -8.5667 -9.7853 0.6111
O 0.6690 -13.3694 -1.8368
O -5.0643 -8.4576 0.6706
N -3.5106 -10.6562 4.7654
N -8.2831 -10.3633 -0.4088
N -0.0260 -12.5447 -1.2676
N -6.3259 -8.2512 -3.3551
C -2.9304 -9.3913 -0.2160
C -4.0546 -9.3234 0.8393
C -6.0659 -9.6814 -3.1590
C -2.3888 -10.8316 3.7900
C -7.4169 -11.5570 -0.2981
C -1.2691 -13.0076 -0.6195
H -3.6401 -9.1532 1.8647
H -3.3436 -9.7974 -1.1590
H -5.1224 -9.9692 -3.6185
H -0.9912 -12.9999 0.4410
H -7.6670 -11.9750 0.6725
H -2.7500 -11.4985 3.0129
H -6.1115 -9.8843 -2.0981
H -1.4916 -14.0547 -0.7813
H -2.1992 -10.1730 0.0630
H -6.3408 -11.4456 -0.4024
H -7.7149 -12.2238 -1.1069
H -2.0876 -9.8553 3.4319
H -1.5924 -11.3211 4.3456
H -4.4988 -10.3485 1.0142
H -6.8216 -10.1809 -3.7614
H -2.0399 -12.2495 -0.7120